(1)
{
  "formula": "C18H19ClN4O4S",
  "method": "ωB97M-V/def2-TZVPD",
  "symbols": ["C", "N", "C", "S", "O", "O", "C", "C", "C", "C", "C", "O", "N", "C", "C", "O", "N", "N", "C", "C", "C", "C", "C", "C", "C", "Cl", "C", "C", "H", "H", "H", "H", "H", "H", "H", "H", "H", "H", "H", "H", "H", "H", "H", "H", "H", "H", "H"],
  "positions_angstrom": [[1.471, -3.893, 3.847], [2.551, -4.430, 3.062], [3.691, -3.568, 2.884], [2.082, -5.271, 1.699], [1.017, -6.148, 2.080], [3.263, -5.818, 1.103], [1.416, -4.015, 0.597], [2.267, -3.336, -0.254], [1.757, -2.336, -1.062], [0.398, -2.032, -1.029], [-0.093, -0.960, -1.942], [0.584, 0.016, -2.229], [-1.323, -1.159, -2.459], [-1.904, -0.263, -3.436], [-2.546, 0.978, -2.784], [-3.736, 1.162, -2.754], [-1.603, 1.812, -2.267], [-1.948, 2.966, -1.676], [-1.035, 3.708, -1.189], [-1.372, 4.972, -0.571], [-2.704, 5.399, -0.529], [-3.049, 6.604, 0.043], [-2.068, 7.418, 0.591], [-0.744, 7.019, 0.565], [-0.400, 5.807, -0.010], [1.270, 5.352, -0.015], [-0.444, -2.714, -0.154], [0.070, -3.705, 0.664], [1.091, -2.946, 3.440], [0.676, -4.634, 3.854], [1.815, -3.726, 4.868], [4.157, -3.384, 3.853], [3.419, -2.606, 2.431], [4.395, -4.091, 2.242], [3.309, -3.613, -0.285], [2.396, -1.783, -1.734], [-1.862, -1.960, -2.176], [-2.675, -0.794, -3.994], [-1.113, 0.066, -4.117], [-0.614, 1.529, -2.310], [0.020, 3.420, -1.228], [-3.447, 4.749, -0.964], [-4.082, 6.916, 0.064], [-2.331, 8.365, 1.039], [0.027, 7.645, 0.989], [-1.492, -2.460, -0.086], [-0.559, -4.261, 1.342]],
  "multiplicity": 1,
  "smiles": "CN(C)S(=O)(=O)c1ccc(C(=O)NCC(=O)N/N=C/c2ccccc2Cl)cc1"
}

---

(2)
{
  "formula": "C18H19F2NO10Pb",
  "method": "ωB97M-V/def2-TZVPD",
  "symbols": ["Pb", "C", "C", "C", "O", "C", "C", "C", "O", "O", "O", "H", "H", "C", "C", "C", "O", "C", "C", "C", "O", "O", "O", "H", "H", "F", "F", "C", "O", "C", "C", "N", "C", "C", "O", "C", "H", "H", "H", "H", "H", "H", "H", "H", "H", "H", "H", "H", "H", "H", "H"],
  "positions_angstrom": [[-7.370, 9.091, 3.796], [-5.068, 13.258, 3.316], [-5.856, 12.107, 3.131], [-6.860, 12.106, 1.955], [-7.232, 10.989, 1.554], [-7.146, 13.325, 1.264], [-6.481, 14.512, 1.573], [-5.326, 14.441, 2.599], [-4.608, 15.457, 2.732], [-6.666, 15.571, 0.921], [-5.697, 11.028, 3.753], [-4.262, 13.187, 4.036], [-7.976, 13.205, 0.578], [-9.543, 4.814, 2.605], [-8.911, 5.867, 3.303], [-8.592, 5.692, 4.799], [-8.060, 6.648, 5.387], [-8.875, 4.438, 5.402], [-9.471, 3.390, 4.689], [-9.864, 3.581, 3.215], [-10.522, 2.686, 2.637], [-9.530, 2.232, 5.169], [-8.457, 6.871, 2.710], [-9.690, 4.896, 1.534], [-8.608, 4.319, 6.446], [-9.627, 10.030, 3.874], [-7.294, 9.989, 6.104], [-2.594, 7.747, -0.352], [-3.623, 8.728, -0.371], [-4.901, 8.178, -0.655], [-5.870, 7.947, 0.561], [-5.491, 8.444, 1.864], [-4.626, 7.432, 2.519], [-4.087, 8.003, 3.825], [-4.997, 7.953, 4.870], [-4.946, 6.835, 5.731], [-2.079, 7.797, -1.320], [-2.973, 6.724, -0.279], [-1.973, 7.959, 0.517], [-4.944, 7.298, -1.304], [-5.387, 9.003, -1.185], [-6.105, 6.882, 0.576], [-6.820, 8.438, 0.329], [-4.926, 9.289, 1.857], [-3.760, 7.222, 1.874], [-5.207, 6.526, 2.703], [-3.853, 9.070, 3.684], [-3.055, 7.669, 4.050], [-4.022, 6.907, 6.328], [-4.975, 5.900, 5.162], [-5.804, 6.931, 6.392]],
  "multiplicity": 1,
  "charge": -4
}

---

(3)
{
  "formula": "C18H19F3N2O2S",
  "method": "ωB97M-V/def2-TZVPD",
  "symbols": ["O", "C", "C", "C", "C", "C", "C", "C", "C", "O", "N", "S", "C", "F", "F", "F", "H", "H", "H", "H", "C", "C", "N", "C", "C", "C", "C", "C", "C", "C", "H", "H", "H", "H", "H", "H", "H", "H", "H", "H", "H", "H", "H", "H", "H"],
  "positions_angstrom": [[-1.467, -1.772, 1.273], [-1.451, -1.123, 2.314], [-0.469, -0.142, 2.781], [0.649, 0.205, 2.059], [1.459, 1.215, 2.574], [1.088, 1.853, 3.776], [-0.093, 1.507, 4.463], [-0.884, 0.480, 3.945], [-2.228, -0.082, 4.290], [-3.015, 0.270, 5.148], [-2.416, -1.133, 3.320], [-3.719, -2.256, 3.053], [-3.461, -3.202, 4.575], [-4.618, -3.847, 4.888], [-3.121, -2.423, 5.626], [-2.469, -4.132, 4.408], [0.783, -0.317, 1.123], [2.363, 1.501, 2.036], [1.740, 2.640, 4.158], [-0.395, 2.014, 5.375], [1.229, -0.619, -1.128], [1.192, 0.283, -2.181], [0.304, 0.425, -3.173], [0.314, 1.515, -4.155], [-0.888, 1.245, -5.074], [-1.396, -0.158, -4.734], [-0.611, -0.652, -3.513], [2.411, 1.204, -2.138], [3.330, 0.592, -1.066], [2.567, -0.616, -0.448], [0.456, -1.348, -0.887], [0.234, 2.495, -3.667], [1.248, 1.533, -4.744], [-1.668, 1.977, -4.880], [-0.593, 1.329, -6.118], [-2.462, -0.137, -4.494], [-1.235, -0.855, -5.558], [-0.051, -1.576, -3.749], [-1.251, -0.876, -2.643], [2.113, 2.229, -1.861], [2.929, 1.246, -3.103], [3.588, 1.338, -0.312], [4.265, 0.236, -1.510], [3.138, -1.521, -0.705], [2.559, -0.547, 0.652]],
  "multiplicity": 1,
  "smiles": "O=C1c2ccccc2C(=O)N1SC(F)(F)F.C1=C(N2CCCC2)CCC1"
}

---

(4)
{
  "formula": "C18H19MnN9SSi",
  "method": "ωB97M-V/def2-TZVPD",
  "symbols": ["Mn", "C", "C", "N", "N", "C", "S", "N", "N", "H", "H", "H", "H", "H", "H", "N", "C", "C", "C", "C", "N", "C", "C", "H", "H", "H", "H", "N", "C", "C", "C", "N", "C", "N", "C", "Si", "C", "C", "C", "C", "H", "H", "H", "H", "H", "H", "H", "H", "H"],
  "positions_angstrom": [[-0.181, -0.065, -1.100], [0.564, 5.587, -0.483], [1.494, 4.449, -0.665], [2.777, 4.465, -0.512], [3.170, 3.181, -0.782], [2.166, 2.367, -1.119], [2.218, 0.744, -1.562], [1.081, 3.181, -1.028], [-0.203, 2.725, -1.267], [1.128, 6.446, -0.130], [-0.223, 5.348, 0.234], [0.080, 5.841, -1.427], [4.142, 2.929, -0.740], [-0.487, 2.971, -2.210], [-0.846, 3.165, -0.611], [-0.095, 1.598, 6.310], [-0.137, 1.358, 5.188], [-0.183, 1.063, 3.781], [-1.306, 1.387, 3.030], [-1.296, 1.090, 1.680], [-0.255, 0.518, 1.072], [0.816, 0.192, 1.803], [0.898, 0.447, 3.157], [-2.165, 1.862, 3.481], [-2.157, 1.316, 1.064], [1.626, -0.295, 1.273], [1.778, 0.170, 3.718], [-2.095, 0.597, -1.779], [-2.996, 1.265, -1.476], [-3.925, 2.216, -1.071], [-3.324, 3.356, -0.498], [-2.687, 4.214, -0.051], [-5.323, 2.052, -1.209], [-6.462, 1.923, -1.322], [1.417, -5.637, -2.661], [0.780, -5.080, -0.993], [-0.798, -5.992, -0.570], [2.073, -5.402, 0.322], [0.435, -3.281, -1.054], [0.212, -2.080, -1.106], [1.635, -6.707, -2.660], [2.332, -5.103, -2.924], [0.679, -5.440, -3.441], [-0.629, -7.071, -0.526], [-1.568, -5.799, -1.319], [-1.185, -5.668, 0.398], [2.308, -6.467, 0.390], [1.720, -5.071, 1.301], [2.996, -4.864, 0.098]],
  "multiplicity": 6
}

---

(5)
{
  "formula": "C18H19N3O2",
  "method": "ωB97M-V/def2-TZVPD",
  "symbols": ["C", "C", "C", "C", "C", "N", "C", "O", "C", "C", "N", "C", "C", "C", "C", "C", "N", "C", "C", "O", "C", "C", "C", "H", "H", "H", "H", "H", "H", "H", "H", "H", "H", "H", "H", "H", "H", "H", "H", "H", "H", "H"],
  "positions_angstrom": [[3.284, 4.892, -4.361], [2.882, 3.748, -3.515], [2.946, 2.469, -4.100], [2.598, 1.346, -3.332], [2.274, 1.379, -1.970], [2.032, 0.175, -1.408], [1.445, -0.077, -0.213], [1.509, 0.665, 0.739], [0.379, -1.245, -0.185], [0.055, -1.973, -1.366], [-0.124, -2.616, -2.276], [-0.360, -1.447, 1.047], [-1.450, -2.430, 1.443], [-2.414, -2.993, 0.683], [-3.295, -3.469, 1.655], [-2.802, -3.155, 2.924], [-3.555, -3.298, 4.047], [-4.653, -4.276, 3.929], [-2.920, -3.208, 5.338], [-1.684, -2.443, 2.753], [2.108, 2.663, -1.421], [2.521, 3.838, -2.071], [2.392, 5.149, -1.339], [2.737, 5.817, -4.037], [2.967, 4.684, -5.403], [4.387, 5.027, -4.316], [3.279, 2.278, -5.154], [2.843, 0.397, -3.810], [1.887, -0.506, -2.156], [-0.164, -0.706, 1.933], [-2.582, -2.757, -0.376], [-4.279, -3.805, 1.394], [-4.273, -5.307, 3.741], [-5.275, -4.102, 3.101], [-5.257, -4.311, 4.878], [-3.575, -3.592, 6.117], [-2.546, -2.202, 5.553], [-1.924, -3.668, 5.349], [1.564, 2.786, -0.471], [2.728, 6.010, -1.891], [1.410, 5.307, -1.042], [2.906, 4.955, -0.412]],
  "multiplicity": 1,
  "smiles": "Cc1ccc(NC(=O)/C(C#N)=C/c2ccc(N(C)C)o2)cc1C"
}

---

Energy, respectively: -2075.6792; -1896.7815; -1655.0676; -3028.7757; -1011.9394 hartree.
Energy above the lowest of the compared OMol25 structures with the same formula, charge and spin, respectively: 59.1; 0.0; 14.7; 0.9; 120.5 kcal per mole.